[1]
Formula: C5H18N3O2
Source: the Open Molecules 2025 dataset
Level of theory: ωB97M-V/def2-TZVPD

```
! wB97M-V def2-TZVPD RIJCOSX def2/J DEFGRID3
* xyz 1 1
C -1.767 0.527 2.070
C -1.063 0.378 0.728
C -1.418 -0.956 0.036
C -1.318 -0.826 -1.511
N 1.907 -0.281 -3.100
C 0.701 -0.861 -2.756
N -0.010 -0.316 -1.852
N 0.424 0.339 0.874
H -1.581 1.462 2.591
H -1.487 -0.337 2.686
H -2.827 0.373 1.862
H -1.319 1.156 0.012
H -2.430 -1.254 0.320
H -0.818 -1.788 0.411
H -2.030 -0.082 -1.881
H -1.601 -1.791 -1.949
H 2.699 -0.905 -3.159
H 2.176 0.489 -2.506
H 0.437 -1.659 -3.445
H 0.811 0.377 -0.085
H 0.769 1.177 1.334
H 0.794 -0.538 1.271
H 1.023 3.933 -0.087
H 0.349 3.767 1.246
O 0.813 3.257 0.560
H 2.353 -1.702 2.870
H 2.200 -2.410 1.537
O 2.212 -1.526 1.926
*
```

Calculated values
E_tot	-14036.96495	eV
M	152.218	g mol⁻¹
ΔE to the lowest compared entry with this formula, charge and spin	0.000	eV

***

[2]
Formula: C2H7NO2P2
Source: the Open Molecules 2025 dataset
Level of theory: ωB97M-V/def2-TZVPD

```
! wB97M-V def2-TZVPD RIJCOSX def2/J DEFGRID3
* xyz 0 1
C 0.416 1.376 0.356
C 0.410 -0.139 0.281
N 1.987 -0.692 -0.749
O 1.305 1.961 -0.404
O -0.476 1.751 1.091
P -2.546 -0.032 0.681
P -1.063 -1.067 -0.516
H 0.780 -0.507 1.336
H 1.316 -1.276 -1.314
H 2.484 -1.286 -0.058
H 1.991 1.294 -0.739
H -2.310 1.274 -0.007
H -3.569 -0.421 -0.100
H -0.725 -2.236 0.142
*
```

Calculated values
E_tot	-26347.25459	eV
M	139.031	g mol⁻¹
ΔE to the lowest compared entry with this formula, charge and spin	2.285	eV

***

[3]
Formula: C18H18IOSn
Source: the Open Molecules 2025 dataset
Level of theory: ωB97M-V/def2-TZVPD

```
! wB97M-V def2-TZVPD RIJCOSX def2/J DEFGRID3
* xyz -1 1
C 0.533 -2.534 3.628
C -0.800 -2.598 3.152
C -0.796 -2.372 1.745
H -1.686 -2.829 3.740
C 0.596 -2.229 1.337
C 1.394 -2.238 2.540
H 2.480 -2.154 2.545
H 0.848 -2.702 4.653
H -1.647 -2.471 1.064
H 0.978 -2.227 0.316
C -1.046 2.017 2.007
C -0.675 2.333 3.355
C 0.744 2.226 3.465
H -1.350 2.745 4.089
C 1.266 1.916 2.190
C 0.170 1.953 1.249
H 0.262 2.022 0.176
H -2.052 2.016 1.583
H 1.332 2.345 4.374
H 2.313 1.820 1.898
Sn 0.060 -0.167 2.184
O -0.190 0.015 -0.487
C -1.452 -0.403 -1.065
C -0.204 -0.801 -1.793
H -1.987 -1.160 -0.488
H -2.020 0.413 -1.523
H 0.172 -1.823 -1.672
H 1.110 -1.786 -3.880
C 0.779 -0.765 -4.072
C 0.157 -0.071 -3.008
C -0.244 1.270 -3.205
H -0.663 1.848 -2.377
C -0.165 1.826 -4.483
H -0.557 2.830 -4.652
C 0.395 1.104 -5.547
H 0.445 1.544 -6.542
C 0.912 -0.180 -5.327
H 1.394 -0.737 -6.134
I -0.806 0.004 4.964
*
```

Calculated values
E_tot	-34933.31610	eV
M	495.956	g mol⁻¹